Record 1
The following is a quantum chemistry calculation of a structure of composition C19H18F6N6O19S6Y at a distorted geometry, from the OMol25 dataset.

As for the orbital gap: 0.2373 hartree. The value obtained for the energy above the lowest of the compared OMol25 structures with the same formula, charge and spin is 122.9 kcal/mol. Its charge is -1.

XYZ file:
```
75
Properties=species:S:1:pos:R:3:forces:R:3:mulliken_charge:R:1
Y 0.5489 -0.1677 -0.4238 -2.67 0.53 5.57 2.255
N 1.6773 -1.9665 -0.8967 1.77 -5.63 5.04 0.499
S 2.2488 -2.5851 -2.1667 1.80 1.55 -10.85 0.549
O 1.2250 -2.7749 -3.1844 1.50 -0.87 2.13 -0.521
O 3.5030 -3.3702 -2.3140 -3.23 1.61 1.82 -0.569
F 2.7239 -1.0523 -2.5616 0.90 -0.37 -0.59 -0.324
S 2.2341 -3.2673 0.0981 -0.63 -1.04 5.93 0.895
O 3.6081 -3.2258 0.4961 -0.55 0.38 -1.25 -0.561
O 1.6296 -4.5833 -0.0862 0.35 2.72 -0.53 -0.547
F 1.5822 -2.6623 1.4966 -0.14 -0.51 -1.86 -0.267
N -3.1897 -0.9278 -3.2019 1.67 -3.76 3.77 -0.372
S -2.0590 -2.0289 -2.5254 3.56 1.13 -4.96 1.010
O -2.4592 -3.3806 -2.2531 0.20 1.05 1.38 -0.541
O -0.9591 -1.3617 -1.7781 -1.75 -1.16 -0.49 0.254
F -1.3843 -2.2445 -3.9535 0.39 0.16 0.60 -0.359
S -4.1716 -1.3193 -1.9784 -6.17 3.56 -0.89 0.968
O -3.7021 -0.9771 -0.6565 0.28 -1.67 -0.18 -0.394
O -5.1573 -2.3758 -2.2179 2.05 1.29 0.81 -0.670
F -5.0584 0.0303 -2.2467 -0.35 -0.66 0.07 -0.353
N 0.2879 1.2992 -1.9629 0.13 6.08 -0.88 0.298
S 0.2016 3.0164 -1.8596 -0.68 3.86 4.15 0.828
O -1.1260 3.6202 -1.9962 2.43 -1.28 -1.71 -0.611
O 1.3985 3.7700 -2.2023 -1.82 -1.60 0.68 -0.545
F 0.1523 2.9182 -0.2964 1.29 -0.03 1.09 -0.219
S 0.0417 1.3998 -3.4743 -2.57 -8.19 -8.84 0.510
O 0.9197 2.2048 -4.2860 -0.85 0.28 1.39 -0.609
O -1.3072 1.0754 -3.9480 1.84 2.60 1.48 -0.523
F 0.6016 -0.1150 -3.7447 0.73 0.86 0.22 -0.275
C 0.5682 0.5271 3.2604 0.91 -0.50 -2.02 -1.024
O 0.6122 0.5405 1.8443 -0.13 -0.40 -1.60 -0.503
H -0.4403 0.6779 3.6454 -0.14 0.08 0.24 0.168
H 0.9776 -0.4242 3.6000 -0.28 -0.38 0.40 0.257
H 1.2783 1.2611 3.6414 -0.20 0.50 0.32 0.216
C -2.6922 4.6605 2.9433 1.53 -0.32 1.50 -0.444
C -2.8874 5.1034 1.6601 0.07 0.36 0.59 -0.640
C -2.7892 4.2498 0.5916 -1.40 -0.08 -0.95 -0.424
C -2.6253 2.8986 0.8393 1.68 0.22 0.98 0.018
C -2.3061 2.5061 2.1470 0.43 -1.93 -1.63 0.517
C -2.2324 3.3538 3.2074 -1.53 0.90 -0.53 -0.826
N -2.4730 1.8950 -0.2335 -1.80 -1.94 -1.53 1.023
O -1.7769 0.8260 -0.0725 -1.27 3.30 -0.16 0.185
O -3.2130 2.0739 -1.2093 1.96 -0.50 1.92 -0.480
H -2.6952 5.3521 3.7729 -0.24 0.25 0.02 0.344
H -3.0752 6.1503 1.4727 -0.15 0.04 0.03 0.381
H -3.0740 4.7380 -0.3287 0.49 -0.76 -0.63 0.432
H -2.0730 1.4543 2.2225 0.20 -0.16 0.29 -0.059
H -1.9873 2.9424 4.1754 0.03 0.37 0.13 0.426
C 7.1059 3.0139 -1.6110 -0.32 -1.14 0.86 -0.374
C 7.3314 1.8489 -0.8431 -2.70 0.95 0.27 -0.567
C 6.1851 1.2621 -0.1751 1.72 -0.02 -1.16 -0.360
C 4.8845 1.6780 -0.4475 0.49 1.76 -0.53 0.190
C 4.6749 2.8589 -1.2459 0.89 -1.19 0.30 -0.182
C 5.7999 3.4934 -1.8076 -0.29 -0.78 0.50 -0.610
N 3.7630 0.9576 0.2044 -0.40 -1.61 2.78 0.640
O 3.9461 0.3663 1.2741 0.87 1.16 -1.90 -0.492
O 2.6368 0.9188 -0.2870 0.74 1.02 -1.54 -0.576
H 7.9566 3.5571 -1.9951 -0.03 -0.03 -0.33 0.376
H 8.3223 1.4326 -0.7369 -0.07 0.00 0.25 0.390
H 6.4249 0.4345 0.4761 -0.52 -0.17 0.05 0.437
H 3.6884 3.2613 -1.4229 -0.16 -0.17 -0.03 0.356
H 5.6605 4.3480 -2.4530 -0.16 0.14 0.15 0.393
C -3.4069 -6.0448 2.3259 1.53 0.60 -1.14 -0.337
C -2.3189 -5.8259 1.4283 -0.76 2.43 1.53 -0.810
C -1.8861 -4.4483 1.2379 -0.85 -1.52 0.37 0.076
C -2.6214 -3.3904 1.7821 0.00 -0.94 0.60 0.051
C -3.7360 -3.6490 2.6431 0.87 0.37 -1.16 -0.565
C -4.0897 -4.9615 2.8864 0.64 -0.29 0.27 -0.472
N -2.1253 -1.9906 1.5786 0.71 0.96 -1.27 0.780
O -2.7863 -1.0862 2.0262 0.11 -0.54 0.36 -0.581
O -1.0940 -1.7797 0.8890 -1.44 -1.37 1.16 0.069
H -3.6445 -7.0390 2.6746 -0.12 -0.15 -0.27 0.371
H -1.7183 -6.6309 1.0311 -0.09 0.01 -0.06 0.441
H -0.9426 -4.2742 0.7420 -0.14 0.18 -0.31 0.198
H -4.3192 -2.8622 3.0984 0.27 0.23 -0.08 0.437
H -4.7972 -5.1837 3.6716 -0.39 0.15 -0.17 0.348
```
Positions in Å, forces in eV/Å.


Record 2
The following is a quantum chemistry calculation of a structure of composition C5H12N2 at a distorted geometry, from the OMol25 dataset.

As for the orbital gap (alpha / beta): 0.2639 / 0.2664 hartree. The value obtained for the energy above the lowest of the compared OMol25 structures with the same formula, charge and spin is 92.1 kcal/mol.

XYZ file:
```
19
Properties=species:S:1:pos:R:3:forces:R:3:mulliken_charge:R:1
C -0.6883 0.7508 -0.0952 -0.23 0.37 -1.43 0.248
C -0.3133 -1.6438 -0.0448 0.27 -0.61 -1.41 -0.319
C 1.1252 -1.6234 0.2942 -0.20 0.19 0.40 -0.988
N -0.9800 -0.5329 -0.4572 0.42 0.32 1.41 -0.062
N -1.8487 1.5691 -0.0225 0.07 -0.20 0.37 -0.580
C 0.5777 1.3565 -0.3737 0.05 -0.15 0.19 -0.242
C 1.5084 0.9240 -1.2519 -0.23 0.26 -0.16 -1.130
H -1.9535 -0.6733 -0.7085 0.04 0.02 0.03 0.274
H -0.9010 0.0689 2.3984 0.28 -2.14 -0.96 0.120
H -1.6370 2.5544 -0.0971 -0.07 -0.08 -0.04 0.251
H -2.3887 1.3906 0.8182 0.02 0.18 -0.06 0.244
H -0.7009 -2.5511 -0.4954 -0.16 -0.01 0.12 0.386
H -0.8250 -0.6868 2.0527 -0.29 1.95 1.09 -0.118
H 0.7633 2.2818 0.1635 0.06 0.00 0.08 0.341
H 1.2936 -0.9411 1.1301 0.17 0.02 0.11 0.278
H 1.7817 -1.2293 -0.5082 -0.20 0.01 0.05 0.271
H 1.4647 -2.6255 0.5511 -0.08 0.02 0.10 0.335
H 1.2881 0.1484 -1.9693 0.03 -0.18 0.06 0.426
H 2.4338 1.4627 -1.3844 0.06 0.04 0.03 0.266
```
Positions in Å, forces in eV/Å.


Record 3
The following is a quantum chemistry calculation of a structure of composition C26H33O5V at a distorted geometry, from the OMol25 dataset.

As for the orbital gap (alpha / beta): 0.1320 / 0.2235 hartree. The value obtained for the energy above the lowest of the compared OMol25 structures with the same formula, charge and spin is 0.0 kcal/mol. Its charge is -1. The spin multiplicity is 4.

XYZ file:
```
65
Properties=species:S:1:pos:R:3:forces:R:3:mulliken_spin:R:1
O 3.2986 0.7486 2.5359 0.04 -0.79 0.96 0.001
C 3.3161 -0.5718 3.1875 -0.16 -0.02 -0.55 -0.011
C 2.7759 -0.0256 4.5105 0.08 0.27 -0.70 0.004
H 4.3435 -0.9615 3.2462 -0.28 0.01 -0.11 0.000
H 2.6419 -1.2826 2.6855 0.38 0.22 0.02 0.004
C 2.9564 1.3552 3.8137 -0.19 -0.12 0.59 -0.001
H 3.4268 -0.2275 5.3639 -0.27 0.18 0.05 0.000
H 1.7318 -0.2872 4.7002 0.22 -0.02 0.07 -0.002
C 4.1305 2.1057 4.3969 0.02 0.15 -0.04 -0.001
H 5.0107 1.4581 4.4220 0.01 0.13 -0.03 0.000
H 3.8878 2.4081 5.4199 0.07 0.03 -0.05 0.000
H 4.3379 2.9989 3.8035 0.13 -0.04 0.03 0.000
C 1.7240 2.2185 3.7013 -0.04 0.16 -0.01 0.002
H 0.8856 1.6659 3.2662 0.16 0.09 -0.01 0.006
H 1.9484 3.0912 3.0740 -0.16 -0.16 0.05 -0.001
H 1.4311 2.5776 4.6950 0.02 -0.03 -0.11 0.000
V -0.4983 -0.4002 -0.5361 -2.47 0.19 0.40 2.671
C -1.6741 -1.1957 1.2641 0.62 -1.80 0.70 -0.059
C -1.7283 -2.2708 0.3327 0.14 0.13 1.37 0.048
C -0.4032 -2.7604 0.1302 0.37 0.07 1.08 -0.093
H -2.6401 -2.7365 -0.0273 0.38 0.44 -0.29 -0.007
C 0.4721 -2.0267 0.9814 -0.91 -0.90 0.69 0.142
C -0.2968 -1.0190 1.6502 -0.09 -1.07 0.52 0.049
H 0.0850 -0.3650 2.4328 -0.14 -0.02 -0.29 0.055
H -2.5461 -0.7027 1.6877 0.35 0.08 -0.31 0.004
H -0.1304 -3.6297 -0.4627 -0.09 0.29 -0.04 -0.001
H 1.5092 -2.2740 1.1944 -0.11 0.18 -0.35 0.046
C -2.0952 1.2925 -0.4555 0.33 1.02 0.18 0.008
C -1.2427 1.4726 0.6789 0.08 1.74 -0.90 0.058
C 0.0681 1.7830 0.2068 -1.06 0.83 0.08 0.019
H -1.5642 1.5137 1.7141 0.13 -0.38 -0.17 0.002
C 0.0035 1.8731 -1.2255 -1.14 0.27 0.03 -0.017
C -1.3240 1.5638 -1.6273 0.31 1.78 0.53 0.067
H -1.6878 1.6297 -2.6482 0.06 -0.35 0.27 0.008
H -3.1707 1.1419 -0.4174 0.32 -0.23 -0.05 0.004
H 0.9108 2.0811 0.8288 -0.21 -0.31 -0.15 -0.003
H 0.7904 2.2298 -1.8890 -0.07 -0.39 0.16 0.004
O 1.3461 -0.5169 -1.0786 5.28 -1.15 -1.67 -0.077
C 2.5105 0.0175 -0.3017 -1.19 -0.39 -0.35 0.059
C 3.7777 -0.4751 -0.9643 0.20 0.50 -0.01 0.017
H 2.4144 -0.3392 0.7239 -0.23 0.17 -0.34 -0.006
H 2.4483 1.1110 -0.3042 -0.14 -0.37 -0.04 -0.002
C 3.3633 -1.4116 -2.0957 0.14 -0.31 -0.30 0.018
H 4.4336 -0.9351 -0.2170 -0.04 -0.05 -0.28 -0.002
H 4.2934 0.3968 -1.3769 0.17 -0.18 0.06 0.004
C 1.8592 -1.2900 -2.2685 -0.75 0.97 1.26 0.031
H 3.6424 -2.4438 -1.8817 -0.01 0.01 0.01 -0.002
H 3.8527 -1.1145 -3.0258 0.09 -0.18 0.04 -0.008
H 1.3324 -2.2495 -2.2687 0.01 0.28 -0.01 -0.001
H 1.5781 -0.6919 -3.1415 -0.03 -0.20 0.08 0.001
O -4.7526 -0.7813 -1.0344 -1.00 0.33 0.43 0.004
C -4.8279 -0.3682 -2.3312 -0.38 0.58 -0.70 0.005
C -5.9249 0.3320 -2.8670 0.64 -0.39 0.28 0.000
C -5.9015 0.6796 -4.2150 0.30 -0.01 -0.27 0.001
C -4.7937 0.3746 -5.0135 0.04 0.05 -0.09 0.001
C -3.6861 -0.2819 -4.4682 -0.30 0.03 0.51 0.007
C -3.7149 -0.6591 -3.1322 -0.53 -0.19 0.45 0.002
C -2.6995 -1.5333 -2.4484 2.58 0.25 0.33 0.007
O -3.0181 -2.6967 -2.2204 -0.12 0.06 -0.47 0.018
O -1.5538 -0.9726 -2.1531 -2.09 -1.25 -2.25 -0.083
H -5.5705 -0.5327 -0.5582 0.65 -0.16 -0.45 -0.001
H -6.7687 0.5894 -2.2255 0.11 -0.05 -0.17 0.000
H -6.7464 1.2071 -4.6544 0.13 -0.10 0.11 0.000
H -4.7841 0.6433 -6.0713 -0.08 0.00 0.30 0.000
H -2.7937 -0.5299 -5.0420 -0.29 0.12 -0.04 -0.002
```
Positions in Å, forces in eV/Å.


Record 4
The following is a quantum chemistry calculation of a cluster of 2 separate species, C6H12O in total, from the OMol25 dataset.

As for the orbital gap: 0.4055 hartree. The value obtained for the energy above the lowest of the compared OMol25 structures with the same formula, charge and spin is 49.0 kcal/mol. As for the SMILES: C=CCCO.C=C.

XYZ file:
```
19
Properties=species:S:1:pos:R:3:forces:R:3:mulliken_charge:R:1
C 1.2004 1.1683 -1.0737 -0.08 -0.16 -0.03 -0.787
C 0.4915 0.0842 -1.3865 0.14 0.16 0.01 -0.223
C 0.3180 -1.1603 -0.5553 0.05 0.00 0.00 -0.260
C 1.1859 -1.2390 0.6960 -0.37 0.01 0.12 -0.745
O 2.5644 -1.3601 0.4113 0.16 0.18 -0.14 -0.532
H 1.2491 2.0208 -1.7457 -0.02 -0.14 0.09 0.272
H 1.7403 1.2681 -0.1330 -0.08 -0.03 -0.11 0.246
H -0.0470 0.0792 -2.3354 0.12 0.00 0.11 0.322
H -0.7407 -1.2363 -0.2695 0.16 -0.01 -0.04 0.325
H 0.5336 -2.0344 -1.1831 -0.04 0.09 0.06 0.313
H 0.9908 -0.3719 1.3497 0.08 -0.13 -0.12 0.301
H 0.9196 -2.1348 1.2654 0.02 0.12 -0.07 0.359
H 2.8141 -0.6087 -0.1415 0.03 -0.16 0.03 0.369
C -2.1189 0.5863 1.4160 -0.03 0.10 -0.11 -0.411
C -2.2930 1.2565 0.2824 0.01 -0.06 0.15 -0.390
H -2.9537 0.2894 2.0452 0.08 0.05 -0.10 0.227
H -1.1255 0.3101 1.7652 -0.18 0.07 -0.06 0.175
H -1.4472 1.5458 -0.3357 -0.16 -0.03 0.12 0.211
H -3.2815 1.5369 -0.0720 0.10 -0.05 0.09 0.226
```
Positions in Å, forces in eV/Å.


Q: Look up the energy above the lowest of the compared OMol25 structures with the same formula, charge and spin of the second one.
A: 92.1 kcal/mol


Q: The lowest energy above the lowest of the compared OMol25 structures with the same formula, charge and spin belongs to which entry?
A: C26H33O5V


Q: What is the energy above the lowest of the compared OMol25 structures with the same formula, charge and spin in the fourth record?
A: 49.0 kcal/mol